C3H3NO2S | ωB97M-V/def2-TZVPD

Frontier orbital gap (alpha / beta): 8.53 / 7.64 eV
Multiplicity: 1
Energy above the lowest of the compared OMol25 structures with the same formula, charge and spin: 188.39 kcal per mole

The geometry in XYZ format:
```
10
Properties=species:S:1:pos:R:3:forces:R:3
C -1.477 -1.230 -0.563 -0.337 0.501 0.996
C 0.330 1.019 -0.666 1.462 0.503 3.127
C -1.394 -0.611 0.654 0.488 3.362 2.313
N -1.499 -1.842 -1.527 -0.106 -0.987 -1.858
O 3.057 1.193 -0.485 -2.452 -1.033 1.571
O 1.514 0.762 1.558 1.262 -0.192 0.002
S 1.777 0.797 0.147 -0.144 1.728 -1.195
H 0.343 0.564 -1.573 -0.330 -1.320 -3.109
H -0.942 -1.144 1.501 -0.134 0.087 -0.606
H -1.708 0.490 0.954 0.291 -2.650 -1.240
```
Positions in Å, forces in eV/Å.


C38H47CrN10O2PS5 | ωB97M-V/def2-TZVPD

⟨S²⟩: 0.7765
Frontier orbital gap (alpha / beta): 5.57 / 6.11 eV
Charge: +1
Multiplicity: 2

The geometry in XYZ format:
```
104
Properties=species:S:1:pos:R:3:forces:R:3
Cr -1.035 -1.084 0.625 -1.471 -1.112 -0.023
N -2.548 -2.340 0.332 1.292 0.736 0.600
N -3.502 -2.209 -0.686 -0.383 0.042 -0.315
C -3.098 -2.711 -2.080 0.411 -0.565 -0.951
N -4.140 -2.848 -2.930 -0.370 -0.277 -0.122
N -2.043 -3.494 -2.008 -0.276 0.365 1.600
N -1.625 -4.227 -3.048 -0.253 0.287 -0.042
O -0.506 -4.676 -2.934 0.290 -0.306 -0.268
O -2.351 -4.417 -4.009 -0.189 -0.244 -0.813
H -2.544 -3.301 0.652 -0.072 0.036 -0.195
H -3.685 -1.195 -0.808 -0.148 -0.322 -0.010
H -4.394 -2.675 -0.445 0.297 0.125 -0.167
H -4.762 -2.074 -3.096 0.108 0.182 0.098
H -3.896 -3.400 -3.757 -0.063 0.142 0.358
C 3.129 1.044 1.392 0.047 0.053 0.048
C 2.442 2.367 1.239 -0.092 -0.027 0.085
C 3.190 3.525 1.065 0.040 -0.050 0.064
C 2.582 4.753 0.875 -0.046 0.033 -0.011
C 1.201 4.841 0.855 0.093 0.075 0.038
C 0.441 3.701 1.039 -0.043 -0.129 0.063
C 1.044 2.464 1.249 0.151 -0.102 -0.337
P -0.007 0.980 1.466 -0.300 0.721 1.561
C -1.729 1.635 1.586 -0.059 -0.279 -0.437
C -2.559 1.078 0.606 0.223 0.211 0.318
C -3.917 1.338 0.563 -0.027 -0.120 -0.075
C -4.473 2.160 1.531 0.017 -0.154 -0.123
C -3.665 2.702 2.511 0.119 -0.005 0.012
C -2.294 2.452 2.571 0.022 -0.051 -0.013
C -1.506 3.054 3.689 0.064 0.056 0.086
C 0.272 0.531 3.213 0.204 -0.211 -0.014
C 1.159 1.157 4.081 -0.138 -0.067 0.029
C 1.368 0.644 5.349 0.078 0.087 0.033
C 0.698 -0.501 5.748 -0.006 -0.042 -0.034
C -0.186 -1.124 4.882 -0.195 0.021 -0.017
C -0.430 -0.615 3.610 0.581 0.446 0.201
C -1.429 -1.220 2.692 0.024 -0.031 -0.383
H 4.204 1.148 1.274 0.059 -0.035 -0.030
H 2.767 0.347 0.636 0.016 -0.153 -0.070
H 2.935 0.608 2.372 0.040 -0.082 0.012
H 4.269 3.459 1.081 0.069 -0.025 -0.033
H 3.185 5.637 0.736 0.057 0.080 0.002
H 0.713 5.791 0.700 -0.041 0.080 -0.023
H -0.637 3.772 1.013 -0.041 0.050 -0.025
H -2.079 0.532 -0.212 -0.188 0.153 -0.284
H -4.530 0.946 -0.236 -0.049 -0.063 -0.110
H -5.530 2.380 1.520 -0.072 0.037 -0.030
H -4.106 3.353 3.251 -0.018 0.070 0.124
H -1.961 3.988 4.010 -0.018 0.076 0.029
H -0.478 3.248 3.400 0.020 0.041 0.086
H -1.496 2.378 4.544 0.065 -0.029 0.071
H 1.686 2.049 3.771 0.037 0.060 -0.025
H 2.059 1.130 6.020 0.065 0.053 0.070
H 0.864 -0.908 6.734 0.016 -0.051 0.052
H -0.714 -2.008 5.205 -0.080 -0.157 0.052
H -2.376 -0.684 2.830 -0.026 -0.068 -0.297
H -1.624 -2.255 2.985 0.061 -0.102 -0.288
C 2.164 -0.723 -4.609 -0.421 0.027 0.060
S 0.638 -1.125 -3.725 0.045 -0.025 -0.152
C -0.498 0.022 -4.396 -0.241 0.007 0.011
C -1.736 0.157 -3.861 0.379 0.217 -0.406
S -2.218 -0.561 -2.380 -0.197 0.129 0.678
S -2.829 1.262 -4.691 0.510 -0.155 -0.001
C -1.715 1.757 -5.935 0.040 -0.016 0.028
S -2.084 2.823 -7.107 0.033 0.041 -0.021
S -0.138 0.992 -5.806 -0.425 -0.046 0.161
H 2.054 -0.963 -5.662 0.148 -0.004 -0.073
H 2.925 -1.353 -4.157 0.099 -0.012 -0.037
H 2.402 0.327 -4.468 0.157 0.052 -0.017
C 1.892 4.744 -3.268 0.031 0.067 -0.070
C 1.208 3.589 -2.623 -0.204 -0.217 0.094
C -0.147 3.637 -2.306 0.073 -0.102 0.016
C -0.721 2.589 -1.613 -0.080 0.039 -0.198
N -0.057 1.498 -1.245 0.015 -0.006 -0.300
C 1.215 1.421 -1.618 0.029 -0.070 -0.039
C 1.888 2.423 -2.286 -0.103 0.146 0.012
H 1.871 5.604 -2.600 0.024 0.079 0.022
H 1.379 5.029 -4.185 0.003 0.040 -0.081
H 2.927 4.509 -3.497 0.087 0.033 -0.061
H -0.747 4.496 -2.569 -0.055 0.110 -0.026
H -1.763 2.632 -1.322 -0.117 0.036 -0.023
H 1.733 0.508 -1.355 0.105 -0.007 0.041
H 2.939 2.313 -2.508 0.120 -0.020 -0.057
C -0.025 -4.027 0.565 -0.453 -0.344 -0.207
N 0.430 -2.599 0.652 -0.206 0.066 0.243
C 1.390 -2.543 1.792 0.200 0.298 0.474
N 2.495 -3.452 1.629 0.233 -0.017 0.247
C 1.984 -4.817 1.534 0.027 -0.026 0.115
N 1.076 -4.938 0.407 -0.097 -0.491 0.104
C 1.799 -4.626 -0.821 -0.078 -0.072 -0.208
N 2.309 -3.259 -0.756 0.324 0.183 -0.395
C 1.204 -2.349 -0.596 0.110 0.124 -0.509
C 3.199 -3.142 0.389 0.134 0.090 0.065
H -0.684 -4.119 -0.303 0.057 0.093 0.224
H -0.556 -4.273 1.492 -0.013 0.117 -0.081
H 0.859 -2.798 2.715 -0.019 0.111 -0.164
H 1.780 -1.523 1.879 -0.149 -0.068 -0.014
H 1.459 -5.072 2.459 0.033 -0.001 -0.026
H 2.824 -5.501 1.399 -0.067 0.004 0.048
H 1.131 -4.728 -1.678 0.168 0.024 0.220
H 2.640 -5.314 -0.932 -0.044 0.018 0.020
H 0.525 -2.457 -1.449 0.026 0.073 0.188
H 1.601 -1.328 -0.555 -0.140 -0.026 -0.002
H 3.596 -2.124 0.448 -0.002 -0.032 -0.022
H 4.029 -3.841 0.269 -0.005 0.072 -0.005
```
Positions in Å, forces in eV/Å.


C6H9NO2 | ωB97M-V/def2-TZVPD

Frontier orbital gap: 8.92 eV
Multiplicity: 1
Energy above the lowest of the compared OMol25 structures with the same formula, charge and spin: 91.07 kcal per mole

The geometry in XYZ format:
```
18
Properties=species:S:1:pos:R:3:forces:R:3
C -2.044 -0.946 -0.019 -3.413 -2.603 1.296
N -1.521 -0.010 -0.939 2.904 0.746 -2.429
C -0.088 0.227 -0.884 2.277 -0.372 -0.438
C 0.886 0.606 -1.944 -2.027 2.277 -1.051
C 2.151 0.790 -1.432 -1.612 -2.277 -2.180
O 2.155 0.183 -0.213 -0.639 1.135 0.601
C 0.820 -0.013 0.110 -0.041 -0.686 0.139
O 0.642 -0.585 1.301 -0.493 -0.890 -0.176
C 0.479 0.259 2.389 2.172 3.142 1.051
H -2.966 -1.554 -0.669 2.411 1.768 2.310
H -2.534 -0.315 0.877 0.958 -1.872 -1.722
H -1.354 -1.812 0.411 -1.189 2.029 -1.020
H -1.703 -0.267 -1.930 -0.011 0.282 1.217
H 0.539 0.964 -2.954 0.640 -0.520 1.130
H 3.016 0.836 -2.124 -0.202 0.189 1.416
H 1.548 0.740 2.623 -2.036 -1.225 0.116
H -0.102 1.217 2.165 0.070 -1.548 0.132
H 0.075 -0.321 3.234 0.230 0.424 -0.393
```
Positions in Å, forces in eV/Å.


C40H96ClN5O3 | ωB97M-V/def2-TZVPD

⟨S²⟩: 0.7523
Frontier orbital gap (alpha / beta): 9.15 / 3.02 eV
Charge: +5
Multiplicity: 2

The geometry in XYZ format:
```
145
Properties=species:S:1:pos:R:3:forces:R:3
C -1.255 12.986 4.269 -1.113 0.254 -0.401
C -0.412 11.982 3.511 1.148 0.735 0.471
N 0.610 12.646 2.522 0.276 -2.331 -0.215
C 1.737 13.307 3.417 -1.782 1.178 -0.967
C 1.197 11.505 1.550 0.583 -0.078 2.937
C 2.053 10.471 2.346 -0.684 0.079 -0.411
C -0.055 13.567 1.524 -0.083 1.678 -0.985
C -1.088 13.065 0.404 1.093 -0.706 1.532
O -2.081 12.313 1.021 2.346 -0.711 2.578
C -3.281 12.222 0.393 -1.051 -0.192 -0.974
H -2.175 13.267 3.757 0.436 0.581 -0.841
H -0.686 13.866 4.571 -0.315 -0.053 0.155
H -1.780 12.539 5.113 1.001 -0.247 0.539
H -1.025 11.213 3.041 0.370 0.204 -0.353
H 0.260 11.568 4.262 -0.060 -0.565 -0.252
H 2.173 12.759 4.252 -0.282 -1.002 -0.677
H 1.183 14.095 3.926 0.289 0.372 -0.278
H 2.511 13.753 2.791 -0.173 -0.182 -0.103
H 1.875 11.978 0.840 -0.618 0.216 -0.215
H 0.261 11.084 1.184 0.548 -0.153 -0.517
H 1.465 9.895 3.061 -0.227 -0.022 -0.030
H 2.904 10.872 2.898 -0.046 0.407 -0.259
H 2.460 9.760 1.627 -0.022 0.015 -0.069
H 0.770 13.984 0.946 0.129 0.054 -0.010
H -0.471 14.434 2.038 -0.195 -0.257 0.308
H -0.562 12.425 -0.305 0.085 0.306 -0.398
H -1.534 13.927 -0.094 0.399 0.336 -0.012
H -3.932 11.670 1.070 -0.410 0.516 -0.015
H -3.204 11.589 -0.492 -0.183 0.335 -0.499
H -3.546 13.261 0.195 -1.144 -0.276 -0.437
C -1.623 2.416 7.248 0.604 0.598 -0.148
C -0.635 3.158 8.151 -0.052 -0.453 -0.086
N -0.764 4.695 8.310 1.894 0.285 0.613
C -0.710 5.375 6.911 0.142 -0.697 1.924
C -2.056 5.029 9.029 -0.241 -0.075 -0.480
C -2.384 6.513 9.286 -0.166 -0.517 -0.556
C 0.530 5.170 9.120 -0.922 0.007 -1.419
C 0.756 4.684 10.522 -1.857 -0.297 1.079
O 0.960 3.314 10.713 0.605 0.435 -0.609
C 1.470 2.997 12.034 0.634 -0.761 -0.891
H -2.669 2.560 7.517 0.087 -0.210 0.022
H -1.332 1.373 7.367 -0.354 -0.101 0.078
H -1.464 2.629 6.191 -0.162 0.156 -0.023
H 0.390 2.973 7.830 0.001 0.257 -0.287
H -0.657 2.673 9.128 -0.201 0.696 0.314
H -0.566 6.452 7.004 -0.322 -0.055 0.348
H -1.676 5.133 6.468 0.465 -0.049 -0.548
H 0.204 5.004 6.448 -0.506 -0.412 -0.422
H -2.103 4.464 9.960 0.213 -0.068 -0.124
H -2.758 4.567 8.334 -0.463 0.227 0.321
H -3.464 6.657 9.279 -0.132 -0.486 0.446
H -2.123 7.140 8.433 0.650 0.131 0.103
H -2.013 6.880 10.243 0.230 0.034 -0.240
H 0.395 6.251 9.131 0.040 0.121 0.316
H 1.393 4.981 8.482 -0.176 -0.403 -0.220
H -0.139 4.928 11.095 -0.481 0.385 0.188
H 1.473 5.368 10.976 0.797 -0.238 -0.093
H 2.048 2.082 11.904 0.012 0.025 -0.070
H 0.688 2.727 12.743 -0.100 0.750 0.062
H 2.187 3.776 12.295 -0.327 0.032 0.637
C -3.963 8.323 2.328 0.875 1.167 1.209
C -3.398 9.439 3.314 -1.501 -2.286 -0.034
N -4.242 9.586 4.595 -0.353 1.296 0.839
C -3.601 10.770 5.339 -1.263 -0.191 -0.537
C -5.737 10.036 4.309 0.331 0.456 -0.589
C -5.942 11.108 3.223 0.389 0.208 -0.521
C -4.290 8.340 5.535 0.657 0.954 0.762
C -4.345 8.666 7.066 -1.683 -0.520 0.590
O -5.542 9.334 7.420 0.134 0.354 0.106
C -5.638 9.847 8.785 -0.769 0.522 -1.328
H -3.504 8.623 1.387 -0.634 -0.376 -0.352
H -5.051 8.254 2.348 0.109 0.371 -0.523
H -3.591 7.332 2.587 0.128 0.098 0.090
H -3.345 10.422 2.847 -0.108 -0.130 0.100
H -2.416 9.081 3.624 0.107 0.419 0.202
H -2.597 10.508 5.670 -0.175 0.033 -0.025
H -4.287 11.102 6.118 0.305 -0.531 0.458
H -3.624 11.631 4.670 0.381 -0.358 -0.287
H -6.131 10.416 5.252 0.327 -0.160 0.119
H -6.337 9.156 4.079 0.369 -0.126 -0.134
H -5.395 12.050 3.266 0.124 0.111 1.061
H -6.995 11.389 3.233 -0.041 -0.125 0.092
H -5.702 10.872 2.186 -0.260 -1.024 0.057
H -3.359 7.785 5.427 0.073 0.029 -0.441
H -5.121 7.701 5.237 0.005 0.243 0.016
H -3.463 9.089 7.547 0.460 0.848 -0.628
H -4.409 7.740 7.638 0.165 -0.848 -0.642
H -5.386 9.160 9.593 0.591 -0.090 -0.263
H -6.683 10.108 8.957 -0.129 -0.327 -0.274
H -5.167 10.829 8.750 0.666 -0.140 0.656
C 0.261 15.412 7.238 -1.550 -0.904 -0.079
C 0.420 14.405 8.383 1.284 -1.475 0.172
C -0.014 12.908 8.021 -0.980 1.168 0.414
N -0.187 11.908 9.244 0.910 1.500 -1.345
C 1.180 11.880 10.042 -3.354 -0.180 0.135
C -0.590 10.514 8.785 -0.459 1.046 -1.880
C -1.346 9.904 9.889 0.718 -0.249 1.112
C -2.139 11.027 10.490 -0.852 0.958 -0.254
C -1.473 12.369 10.067 0.813 -1.263 0.304
H -0.784 15.302 6.949 -0.183 0.337 -0.512
H 0.878 15.159 6.376 0.158 0.039 0.097
H 0.377 16.468 7.483 0.362 -0.281 0.374
H -0.087 14.682 9.307 -0.036 0.301 -0.132
H 1.494 14.359 8.563 0.050 0.009 0.594
H 0.598 12.510 7.212 0.428 -0.477 0.472
H -1.013 12.988 7.593 -0.198 -0.203 0.034
H 0.862 11.172 10.807 1.040 0.009 0.365
H 1.220 12.882 10.469 0.749 -0.229 -0.104
H 1.985 11.526 9.398 -0.162 0.327 0.117
H 0.225 9.906 8.391 0.405 0.345 0.236
H -1.288 10.675 7.964 0.024 0.254 -0.397
H -0.533 9.588 10.544 -0.650 -0.799 0.657
H -2.062 9.134 9.602 0.712 -0.334 -0.021
H -2.331 10.889 11.554 0.248 0.320 -0.035
H -3.112 11.011 9.998 -0.178 0.054 0.209
H -1.239 12.981 10.938 0.454 0.106 -0.334
H -2.102 12.917 9.366 0.242 0.028 0.128
C 4.353 4.441 9.210 -1.588 0.355 -0.247
C 4.570 5.433 8.090 0.411 1.247 -1.300
C 3.867 6.796 8.195 0.254 -0.700 -0.088
N 4.002 7.668 6.943 1.232 0.869 -1.185
C 3.201 7.157 5.748 -0.393 -0.627 0.723
C 5.486 8.013 6.462 -0.384 0.132 0.162
C 5.429 9.385 5.789 -0.069 0.007 0.171
C 4.304 10.138 6.530 -0.389 -1.033 -0.299
C 3.518 9.073 7.312 -0.553 -0.879 -0.005
H 3.418 3.906 9.040 0.021 -0.502 -0.549
H 4.004 4.971 10.096 1.263 -0.086 0.721
H 5.149 3.698 9.250 -0.027 0.389 0.643
H 4.294 4.997 7.130 0.056 -0.209 -0.111
H 5.604 5.760 7.980 0.358 -0.656 0.150
H 4.300 7.369 9.014 0.061 0.009 -0.059
H 2.803 6.678 8.400 -0.188 0.265 -0.199
H 2.244 6.787 6.115 -0.184 0.363 0.308
H 3.598 6.263 5.269 0.767 0.340 0.124
H 2.996 7.929 5.006 0.450 0.137 0.208
H 5.836 7.281 5.734 0.065 -0.385 0.688
H 6.066 8.116 7.379 0.107 -0.593 -0.074
H 5.379 9.283 4.705 -0.711 0.086 0.024
H 6.334 9.979 5.919 0.289 -0.518 0.234
H 3.599 10.575 5.824 0.319 0.657 0.175
H 4.782 10.817 7.236 -0.491 0.348 -0.265
H 2.462 8.988 7.056 -0.160 0.637 0.212
H 3.625 9.140 8.394 0.028 0.214 -0.144
Cl -0.079 8.922 5.601 -0.042 0.041 0.038
```
Positions in Å, forces in eV/Å.